Record 1
Density functional theory data (the ωB97M-V functional and the def2-TZVPD basis) for 2 unconnected molecules or ions with the total composition C4H3P in a non-equilibrium geometry.

Each atom is followed by the atoms it is bonded to, with distances in Å.
Atoms and positions in Å:
1 C 2.49 -0.94 0.36  C3 1.230, H6 0.978
2 C -2.88 0.54 0.34  C4 1.211, H7 1.088
3 C 1.94 0.16 0.25  C1 1.230, P5 1.743
4 C -1.71 0.84 0.44  C2 1.211
5 P 1.03 1.63 0.06  C3 1.743, H8 1.344
6 H 2.96 -1.76 0.59  C1 0.978
7 H -3.93 0.81 0.36  C2 1.088
8 H 1.40 1.77 -1.22  P5 1.344

The value obtained for the gap between HOMO and LUMO (alpha / beta) is 7.7 / 7.0 eV. As for the energy: -495.26369 hartree. Its spin multiplicity is 1. The calculation puts the energy above the lowest of the compared OMol25 structures with the same formula, charge and spin at 87.71 kcal per mole.


Record 2
Density functional theory data (the ωB97M-V functional and the def2-TZVPD basis) for C4H3PS in the gas phase in a non-equilibrium geometry.

Each atom is followed by the atoms it is bonded to, with distances in Å.
Atoms and positions in Å:
1 C -0.32 -1.58 0.25  C2 1.191, P5 1.818
2 C -1.35 -1.00 0.09  C1 1.191, S6 1.715
3 C 1.86 -0.37 -0.22  P5 1.669, H7 1.035, H8 1.122
4 C -1.42 1.64 0.42  S6 1.657, H9 1.033
5 P 1.46 -1.94 0.16  C1 1.818, C3 1.669
6 S -2.36 0.37 -0.08  C2 1.715, C4 1.657
7 H 2.82 -0.13 -0.52  C3 1.035
8 H 1.24 0.56 -0.14  C3 1.122
9 H -1.94 2.44 0.04  C4 1.033

The value obtained for the gap between HOMO and LUMO is 8.5 eV. As for the energy: -893.52531 hartree. Its spin multiplicity is 1. The calculation puts the energy above the lowest of the compared OMol25 structures with the same formula, charge and spin at 61.97 kcal per mole.


Record 3
Density functional theory data (the ωB97M-V functional and the def2-TZVPD basis) for 2 unconnected molecules or ions with the total composition C4H4 in a non-equilibrium geometry.

Each atom is followed by the atoms it is bonded to, with distances in Å.
Atoms and positions in Å:
1 C 1.66 -0.60 -1.23  C2 1.268, H5 1.046
2 C 0.55 0.02 -1.16  C1 1.268, C4 1.319
3 C -1.18 0.23 1.89  H6 1.087, H7 1.056
4 C -0.35 0.92 -0.83  C2 1.319, H8 1.027
5 H 2.19 -1.37 -1.70  C1 1.046
6 H -0.17 0.52 2.16  C3 1.087
7 H -1.50 -0.70 2.28  C3 1.056
8 H -1.20 0.98 -1.41  C4 1.027

The value obtained for the gap between HOMO and LUMO (alpha / beta) is 7.2 / 7.4 eV. As for the energy: -154.43362 hartree. Its spin multiplicity is 1. The calculation puts the energy above the lowest of the compared OMol25 structures with the same formula, charge and spin at 180.00 kcal per mole.


Record 4
Density functional theory data (the ωB97M-V functional and the def2-TZVPD basis) for 16 unconnected molecules or ions with the total composition C4H41N4O16 in a non-equilibrium geometry.

Each atom is followed by the atoms it is bonded to, with distances in Å.
Atoms and positions in Å:
1 C -0.34 -1.31 1.09  C2 1.489, H10 1.084, H11 1.094, H12 1.093
2 C -1.18 -1.55 -0.11  C1 1.489, O3 1.215, N4 1.427
3 O -1.59 -2.65 -0.44  C2 1.215
4 N -1.62 -0.46 -0.91  C2 1.427, C5 1.468, N6 1.429
5 C -1.02 0.87 -0.71  N4 1.468, H13 1.093, H14 1.091, H15 1.090
6 N -3.04 -0.47 -1.06  N4 1.429, C7 1.355, H16 1.021
7 C -3.82 -0.47 0.05  N6 1.355, N8 1.397, N9 1.316
8 N -5.09 -1.05 0.02  C7 1.397, H17 1.019, H18 1.021
9 N -3.45 0.11 1.17  C7 1.316, H19 1.011, H20 1.012
10 H -0.23 -0.27 1.35  C1 1.084
11 H 0.67 -1.72 0.94  C1 1.094
12 H -0.78 -1.86 1.92  C1 1.093
13 H -1.17 1.30 0.28  C5 1.093
14 H 0.06 0.79 -0.87  C5 1.091
15 H -1.38 1.53 -1.49  C5 1.090
16 H -3.30 -1.28 -1.61  N6 1.021
17 H -5.70 -0.51 -0.60  N8 1.019
18 H -5.07 -2.01 -0.34  N8 1.021
19 H -2.84 0.91 1.23  N9 1.011
20 H -3.82 -0.26 2.04  N9 1.012
21 O 0.16 3.63 -0.92  H22 0.967, H23 0.962
22 H -0.56 4.26 -0.81  O21 0.967
23 H 0.56 3.90 -1.76  O21 0.962
24 O -1.85 5.93 -1.62  H25 0.962, H26 0.962
25 H -2.38 6.61 -1.19  O24 0.962
26 H -1.81 6.19 -2.54  O24 0.962
27 O 0.10 1.64 2.74  H28 0.971, H29 0.966
28 H 0.81 2.11 2.28  O27 0.971
29 H -0.01 2.09 3.59  O27 0.966
30 O 0.25 -2.87 -3.02  H31 0.963, H32 0.960
31 H -0.04 -3.72 -2.68  O30 0.963
32 H -0.09 -2.24 -2.38  O30 0.960
33 O 2.56 1.48 1.41  H34 0.968, H35 0.963
34 H 2.92 1.12 0.59  O33 0.968
35 H 2.90 0.90 2.10  O33 0.963
36 O 0.54 -4.27 -5.92  H37 0.961, H38 0.963
37 H -0.32 -4.29 -6.35  O36 0.961
38 H 0.38 -3.91 -5.04  O36 0.963
39 O -2.00 2.92 4.22  H40 0.969, H41 0.961
40 H -2.51 3.71 3.96  O39 0.969
41 H -1.90 2.41 3.41  O39 0.961
42 O -3.00 5.51 3.24  H43 0.963, H44 0.962
43 H -3.80 5.95 3.54  O42 0.963
44 H -2.38 6.23 3.07  O42 0.962
45 O 4.25 1.70 -0.90  H46 0.963, H47 0.962
46 H 4.81 1.05 -1.34  O45 0.963
47 H 4.73 2.53 -0.98  O45 0.962
48 O 2.28 -1.90 3.09  H49 0.963, H50 0.966
49 H 1.64 -2.18 3.75  O48 0.963
50 H 2.53 -2.73 2.66  O48 0.966
51 O -3.75 -4.34 -1.37  H52 0.961, H53 0.963
52 H -3.34 -5.02 -1.91  O51 0.961
53 H -3.08 -3.65 -1.26  O51 0.963
54 O -2.11 -0.80 -4.38  H55 0.963, H56 0.960
55 H -1.40 -0.25 -4.72  O54 0.963
56 H -2.30 -0.44 -3.51  O54 0.960
57 O 4.90 -1.37 1.91  H58 0.967, H59 0.966
58 H 5.57 -1.74 2.50  O57 0.967
59 H 4.07 -1.45 2.39  O57 0.966
60 O 7.67 -2.19 1.43  H61 0.963, H62 0.964
61 H 7.17 -1.41 1.17  O60 0.963
62 H 7.72 -2.70 0.61  O60 0.964
63 O 5.27 -2.86 -0.52  H64 0.960, H65 0.971
64 H 4.45 -3.13 -0.94  O63 0.960
65 H 5.02 -2.49 0.34  O63 0.971

The value obtained for the gap between HOMO and LUMO is 8.6 eV. The net charge is +1. As for the energy: -1599.60277 hartree. Its spin multiplicity is 1.


Record 5
Density functional theory data (the ωB97M-V functional and the def2-TZVPD basis) for 17 unconnected molecules or ions with the total composition C4H41NO16 in a non-equilibrium geometry.

Each atom is followed by the atoms it is bonded to, with distances in Å.
Atoms and positions in Å:
1 C -0.03 -0.19 0.70  C2 1.524, H6 1.128, H7 1.099, H8 1.105
2 C -1.23 0.74 0.55  C1 1.524, C3 1.501, H9 1.096, H10 1.122
3 C -2.65 0.26 0.57  C2 1.501, N5 1.470, H11 1.101, H12 1.105
4 C -3.66 2.05 1.80  N5 1.273, H13 1.101, H14 1.062
5 N -3.48 0.80 1.66  C3 1.470, C4 1.273
6 H 0.72 0.10 1.50  C1 1.128
7 H -0.30 -1.23 0.92  C1 1.099
8 H 0.70 -0.31 -0.12  C1 1.105
9 H -1.14 1.49 -0.24  C2 1.096
10 H -1.07 1.57 1.29  C2 1.122
11 H -2.80 -0.77 0.92  C3 1.101
12 H -3.03 0.38 -0.46  C3 1.105
13 H -3.06 2.79 1.25  C4 1.101
14 H -4.44 2.42 2.42  C4 1.062
15 H 0.05 -1.58 -2.59  O17 0.968
16 H -0.10 -0.28 -1.90  O17 1.003
17 O -0.66 -1.08 -2.15  H15 0.968, H16 1.003
18 H 1.12 2.14 4.22  O20 0.979
19 H -0.35 1.80 4.18  O20 0.969
20 O 0.41 1.92 3.59  H18 0.979, H19 0.969
21 H 2.91 2.34 -0.38  O23 0.990
22 H 1.88 3.44 -1.03  O23 0.969
23 O 2.01 2.76 -0.35  H21 0.990, H22 0.969
24 H -0.32 -0.92 3.52  O26 0.966
25 H -1.02 -2.22 3.85  O26 0.966
26 O -0.17 -1.87 3.54  H24 0.966, H25 0.966
27 H 0.44 3.27 2.00  O29 0.967
28 H 1.12 3.81 0.73  O29 0.993
29 O 0.48 4.06 1.44  H27 0.967, H28 0.993
30 H 1.60 0.02 -3.16  O32 0.973
31 H 1.65 1.06 -2.05  O32 0.966
32 O 1.06 0.69 -2.72  H30 0.973, H31 0.966
33 H 4.91 0.85 -0.11  O35 0.960
34 H 3.48 0.36 -0.10  O35 0.967
35 O 4.05 1.03 -0.49  H33 0.960, H34 0.967
36 H -2.65 -1.93 -3.59  O38 0.961
37 H -3.03 -0.66 -2.81  O38 0.962
38 O -3.36 -1.52 -3.10  H36 0.961, H37 0.962
39 H -1.03 -2.37 -1.26  O41 0.990
40 H -2.05 -3.50 -1.05  O41 0.960
41 O -1.11 -3.36 -1.16  H39 0.990, H40 0.960
42 H 2.37 -2.59 -2.51  O44 0.986
43 H 3.10 -1.23 -2.13  O44 0.969
44 O 2.53 -1.66 -2.80  H42 0.986, H43 0.969
45 H -4.25 -1.77 -0.03  O47 0.966
46 H -4.00 -3.25 -0.35  O47 0.962
47 O -4.03 -2.62 0.37  H45 0.966, H46 0.962
48 H 0.74 -3.66 -1.54  O50 0.965
49 H 1.74 -3.62 -0.36  O50 0.978
50 O 1.68 -3.72 -1.34  H48 0.965, H49 0.978
51 H 1.00 -3.13 1.66  O53 0.972
52 H 1.43 -4.61 1.52  O53 0.964
53 O 1.74 -3.70 1.41  H51 0.972, H52 0.964
54 H 4.35 -1.65 1.48  O56 0.973
55 H 5.52 -0.60 1.72  O56 0.962
56 O 4.74 -0.80 1.20  H54 0.973, H55 0.962
57 H -0.32 3.00 -1.75  O59 0.982
58 H -0.06 2.14 -2.94  O59 0.973
59 O -0.22 3.08 -2.72  H57 0.982, H58 0.973
60 H -0.99 3.90 0.49  O62 0.998
61 H -1.51 4.49 -0.84  O62 0.965
62 O -1.42 3.65 -0.38  H60 0.998, H61 0.965

The value obtained for the gap between HOMO and LUMO is 8.9 eV. As for the energy: -1435.53337 hartree. Its spin multiplicity is 1. The calculation puts the energy above the lowest of the compared OMol25 structures with the same formula, charge and spin at 67.87 kcal per mole.


Record 6
Density functional theory data (the ωB97M-V functional and the def2-TZVPD basis) for 16 unconnected molecules or ions with the total composition C4H42N2O15 in a non-equilibrium geometry.

Each atom is followed by the atoms it is bonded to, with distances in Å.
Atoms and positions in Å:
1 N 0.80 -0.39 2.26  C4 1.488, H7 0.936, H8 1.003
2 C -2.76 0.53 1.96  C3 1.579, H9 1.038, H10 1.021, H11 1.055
3 C -1.35 0.36 2.65  C2 1.579, C4 1.535, H12 1.221, H13 1.109
4 C -0.51 -0.30 1.55  N1 1.488, C3 1.535, C5 1.573, H14 1.062
5 C -0.38 0.53 0.23  C4 1.573, N6 1.514, H15 1.081, H16 1.054
6 N -1.16 -0.10 -0.91  C5 1.514, H17 0.979, H18 0.995
7 H 1.46 -0.85 1.77  N1 0.936
8 H 1.11 0.56 2.20  N1 1.003
9 H -3.44 0.97 2.60  C2 1.038
10 H -2.77 1.20 1.19  C2 1.021
11 H -3.08 -0.45 1.70  C2 1.055
12 H -1.58 -0.25 3.68  C3 1.221
13 H -1.08 1.40 2.93  C3 1.109
14 H -0.82 -1.29 1.31  C4 1.062
15 H -0.55 1.56 0.51  C5 1.081
16 H 0.60 0.55 -0.17  C5 1.054
17 H -1.03 -1.07 -0.87  N6 0.979
18 H -2.09 0.17 -0.67  N6 0.995
19 H -0.47 -2.13 3.14  O21 0.976
20 H -1.50 -3.23 3.15  O21 0.945
21 O -0.83 -2.85 3.70  H19 0.976, H20 0.945
22 H -4.23 0.61 -1.38  O24 0.980
23 H -4.89 -0.70 -1.91  O24 0.851
24 O -4.63 -0.27 -1.23  H22 0.980, H23 0.851
25 H 2.01 1.30 -1.55  O27 0.969
26 H 3.11 0.36 -1.76  O27 0.898
27 O 2.97 1.21 -1.49  H25 0.969, H26 0.898
28 H 0.86 0.45 -3.61  O30 0.997
29 H -0.35 0.27 -2.62  O30 0.948
30 O -0.07 0.73 -3.40  H28 0.997, H29 0.948
31 H -1.35 -3.19 -1.68  O33 0.966
32 H -2.90 -2.90 -1.07  O33 0.963
33 O -1.95 -2.77 -1.04  H31 0.966, H32 0.963
34 H 4.50 1.50 1.92  O36 0.991
35 H 3.91 1.23 0.69  O36 0.960
36 O 4.02 0.74 1.51  H34 0.991, H35 0.960
37 H 1.68 -3.07 1.96  O39 1.048
38 H 3.18 -2.98 0.92  O39 0.963
39 O 2.26 -3.20 1.09  H37 1.048, H38 0.963
40 H -3.55 2.74 -0.49  O42 0.996
41 H -2.29 2.31 -1.40  O42 1.013
42 O -3.28 2.14 -1.25  H40 0.996, H41 1.013
43 H -0.51 2.92 4.56  O45 1.072
44 H 0.57 1.68 4.36  O45 0.934
45 O 0.06 2.13 5.00  H43 1.072, H44 0.934
46 H -0.46 1.81 -1.78  O48 0.985
47 H -0.24 2.71 -3.13  O48 1.091
48 O -0.28 2.74 -2.04  H46 0.985, H47 1.091
49 H 2.32 -1.59 -3.17  O51 0.966
50 H 1.50 -1.64 -1.98  O51 1.072
51 O 1.94 -0.90 -2.61  H49 0.966, H50 1.072
52 H 0.14 -2.05 -4.55  O54 0.970
53 H -0.39 -3.13 -3.38  O54 1.016
54 O 0.37 -2.77 -3.95  H52 0.970, H53 1.016
55 H 1.02 -3.57 -0.30  O57 0.931
56 H 0.85 -5.01 -1.17  O57 0.983
57 O 0.69 -4.05 -1.03  H55 0.931, H56 0.983
58 H 2.47 3.70 -1.19  O60 0.900
59 H 0.92 3.34 -1.35  O60 0.996
60 O 1.65 3.80 -0.85  H58 0.900, H59 0.996
61 H 1.66 3.13 0.66  O63 0.983
62 H 1.92 3.57 2.14  O63 0.983
63 O 1.62 2.81 1.58  H61 0.983, H62 0.983

The value obtained for the gap between HOMO and LUMO is 9.1 eV. As for the energy: -1415.54454 hartree. Its spin multiplicity is 1. The calculation puts the energy above the lowest of the compared OMol25 structures with the same formula, charge and spin at 165.17 kcal per mole.


Question: energy of number 5 (C4H41NO16)?
Answer: -1435.53337 hartree


Question: What is the formula in the third record?
Answer: C4H4